# 1
DFT (ωB97M-V with the def2-TZVPD basis set) results for a molecular structure, C6H12O.

Summary:
Energy above the lowest of the compared OMol25 structures with the same formula, charge and spin in kcal per mole: 152.23
DFT total energy in eV: -8457.753
E_LUMO (spin up / spin down) in eV: 0.71 / 0.91
Charge: 0

The geometry in XYZ format:
```
19
Properties=species:S:1:pos:R:3:forces:R:3
O -2.370 0.823 1.411 0.2 -0.4 0.4
C -1.012 -1.149 -0.440 0.1 -0.1 0.1
C 1.716 1.308 -0.006 0.0 -0.3 -0.2
C -1.854 1.017 0.172 -0.9 1.3 -0.5
C 0.577 0.377 0.354 0.1 -0.5 0.0
C 0.987 -1.510 -0.287 0.3 -0.1 -0.1
C -0.726 0.317 -0.403 0.1 -0.2 -0.1
H -2.393 1.821 -0.329 0.3 -0.3 0.0
H 2.659 0.764 0.156 -0.1 0.1 0.0
H 1.787 2.235 0.581 -0.2 -0.3 -0.1
H 1.312 -1.347 -1.320 0.0 0.1 0.3
H -1.393 -1.583 0.487 0.1 0.1 -0.1
H -1.487 -1.595 -1.318 0.2 0.1 0.1
H 0.688 -2.575 -0.205 0.0 0.4 0.0
H 1.676 1.576 -1.069 0.0 0.0 0.2
H 0.463 0.218 1.433 0.0 0.0 -0.2
H -1.929 0.077 1.838 0.0 0.1 0.0
H -0.577 0.688 -1.423 0.0 0.0 0.1
H 1.877 -1.462 0.369 -0.2 0.1 -0.1
```
Forces are in eV/Å.


# 2
DFT (ωB97M-V with the def2-TZVPD basis set) results for 3 unconnected molecules or ions with the total composition C5H15NO2.

Summary:
Energy above the lowest of the compared OMol25 structures with the same formula, charge and spin in kcal per mole: 25.21
Structure (SMILES): C=C(CC)NC.O.O
DFT total energy in eV: -11012.853
E_LUMO in eV: 0.58
Charge: 0

The geometry in XYZ format:
```
23
Properties=species:S:1:pos:R:3:forces:R:3
O -0.724 -3.105 -1.012 -0.1 -0.1 -0.2
O 3.066 1.115 -0.524 0.1 -0.3 0.1
N 0.703 0.488 1.130 0.8 -0.6 -0.4
C -1.097 2.009 1.457 -0.6 0.2 0.0
C 1.012 -0.941 1.108 -0.6 -0.5 0.4
C -0.688 0.396 -1.575 -0.2 0.4 -0.1
C -1.324 0.196 -0.215 -0.9 -0.6 0.3
C -0.604 0.922 0.879 0.5 0.1 0.0
H 0.269 -1.522 1.661 -0.1 0.0 0.1
H 2.237 0.973 -0.028 0.0 0.3 -0.2
H -1.348 -2.832 -1.694 0.0 0.1 0.1
H -1.436 -0.870 0.008 0.5 -0.1 0.1
H -0.554 -4.026 -1.234 0.1 0.0 0.1
H -1.181 -0.195 -2.342 0.1 -0.3 0.0
H 1.040 -1.401 0.123 0.1 0.4 -0.2
H -0.821 1.429 -1.900 0.2 0.1 0.1
H 0.370 0.174 -1.530 0.2 -0.1 -0.3
H -0.564 2.613 2.171 0.2 -0.1 0.2
H 1.953 -1.122 1.617 0.3 0.2 -0.1
H -2.368 0.514 -0.228 0.1 0.4 0.0
H -2.097 2.322 1.198 0.0 0.1 0.0
H 1.167 0.914 1.917 -0.4 0.3 0.1
H 2.990 1.950 -0.987 -0.2 0.1 0.0
```
Forces are in eV/Å.


# 3
DFT (ωB97M-V with the def2-TZVPD basis set) results for a gas-phase ion, C8H16NO2 (charge +1).

Summary:
Energy above the lowest of the compared OMol25 structures with the same formula, charge and spin in kcal per mole: 61.10
Structure (SMILES): C=C[N+](C)(C)C1OCCCO1
DFT total energy in eV: -14130.957
E_LUMO in eV: -2.67
Charge: +1

The geometry in XYZ format:
```
27
Properties=species:S:1:pos:R:3:forces:R:3
O 0.981 -1.071 0.273 0.3 -0.9 -0.4
O 0.691 1.096 -0.311 -2.3 1.0 0.0
N -1.116 -0.283 -0.286 0.1 1.4 -2.9
C 1.942 1.547 0.047 2.9 0.0 2.7
C -1.995 0.899 -0.112 -1.0 0.9 0.5
C 2.332 -0.742 0.678 0.5 -1.5 0.6
C 2.825 0.347 -0.237 1.1 0.2 -1.5
C 0.200 0.025 0.346 -0.4 0.3 4.0
C -2.565 1.130 1.056 0.6 1.9 -1.9
C -0.911 -0.272 -1.769 0.0 -2.2 -3.8
C -1.700 -1.560 0.158 -1.2 -1.3 0.7
H -0.207 -1.076 -2.134 -0.9 0.3 1.0
H 2.451 0.124 -1.255 0.8 -0.6 0.2
H -2.116 1.570 -0.970 0.4 -0.6 0.3
H 2.140 1.789 1.183 -1.2 0.0 -1.9
H -2.522 -1.230 0.835 0.9 -1.1 -0.1
H 2.140 2.399 -0.563 0.2 0.6 -0.2
H -2.215 -2.096 -0.685 0.8 0.7 0.6
H -3.039 2.120 1.180 -0.1 -1.1 0.3
H 2.218 -0.440 1.741 0.6 0.1 -0.4
H -2.258 0.465 1.789 -0.3 -0.7 2.1
H -0.394 0.592 -2.205 -0.7 0.3 0.9
H -0.062 0.260 1.545 0.7 -0.3 -2.8
H -0.905 -2.228 0.600 -1.1 0.9 -0.4
H 3.952 0.460 -0.338 -1.5 0.1 0.7
H -1.900 -0.451 -2.378 1.7 0.4 1.7
H 2.937 -1.694 0.646 -0.8 1.1 -0.1
```
Forces are in eV/Å.


# 4
DFT (ωB97M-V with the def2-TZVPD basis set) results for 15 unconnected molecules or ions with the total composition C3H35NO16.

Summary:
DFT total energy in eV: -37920.670
Multiplicity: 2
Expectation value of S²: 0.759
E_LUMO (spin up / spin down) in eV: -3.51 / -8.47
Charge: +1

The geometry in XYZ format:
```
55
Properties=species:S:1:pos:R:3:forces:R:3
O 0.591 1.250 -4.698 -1.1 0.1 0.3
O 2.163 2.678 1.715 -0.3 0.4 1.1
O -0.125 3.152 -2.261 0.1 -0.4 0.3
O 1.213 -1.744 2.176 -1.0 0.8 -1.2
O -2.830 -1.899 -2.665 -0.2 -0.2 0.3
O -1.245 1.947 1.235 0.7 -0.8 -0.2
O -1.056 -3.672 1.623 0.2 0.7 0.7
O 2.200 2.763 -1.065 0.5 0.0 -0.1
O 3.957 1.169 0.477 -0.1 0.2 0.2
O -3.306 0.122 1.182 0.2 -0.2 -1.7
O 2.158 -0.314 -3.256 0.0 -0.5 0.3
O -3.883 0.205 -1.280 -0.4 0.0 0.5
O 3.452 -0.920 -1.052 -0.2 -0.1 -0.7
O 0.343 2.492 3.726 -0.4 0.2 0.0
O -3.480 -2.554 2.364 0.3 0.7 -0.3
O 0.177 -3.196 -0.685 0.0 0.0 0.4
N -0.693 -0.605 0.102 -0.1 1.3 2.1
C -0.726 -0.385 1.574 1.1 -1.0 -1.9
C 0.734 -0.386 2.099 1.9 -0.9 1.4
C -1.288 0.978 1.950 -0.9 1.6 -0.3
H 1.505 0.165 1.543 -0.9 0.3 -0.3
H -3.249 -2.769 -2.656 0.0 0.0 -0.2
H -3.719 -1.868 1.706 -0.1 -0.5 0.4
H 0.700 2.971 -1.746 -0.6 0.1 -0.5
H -3.789 -0.614 -1.807 0.4 0.6 -0.5
H -0.144 0.617 -4.705 0.3 0.0 -0.5
H -0.344 0.275 -0.290 -0.1 -0.3 -0.4
H -0.368 -3.530 0.074 0.3 0.1 -0.2
H -0.713 3.674 -1.704 0.2 0.0 -0.1
H 1.518 2.552 1.019 0.1 0.0 -0.4
H 2.297 0.547 -3.665 -0.2 0.1 -0.1
H 1.261 -2.053 1.241 0.3 -0.1 0.8
H 2.777 1.937 1.641 0.2 0.2 -0.6
H 1.296 -0.591 -3.587 0.3 0.1 0.0
H -3.637 -3.430 1.997 -0.2 0.1 -0.1
H 3.740 0.384 -0.072 0.3 -0.5 0.1
H 2.470 3.664 -0.850 0.1 0.0 0.0
H -0.379 -3.667 2.325 -0.1 -0.3 -0.4
H -1.687 1.218 2.952 0.1 -0.8 0.3
H 3.005 2.235 -0.916 -0.3 0.2 0.1
H -1.196 -1.199 2.134 -0.3 0.6 -0.2
H -1.554 -2.854 1.844 -0.4 -1.0 -0.1
H 2.756 -0.819 -1.750 0.0 0.2 0.4
H 0.006 3.334 3.396 -0.3 0.0 0.3
H 0.168 1.950 -4.176 0.4 0.4 0.0
H -3.261 0.894 -1.522 0.0 -0.2 -0.8
H 1.233 2.554 3.354 0.4 -0.3 -0.2
H -0.068 -1.382 -0.140 -0.5 -0.3 -0.3
H -4.110 0.583 0.898 -0.3 0.1 0.8
H 0.738 -0.030 3.126 0.0 0.1 0.1
H 0.903 -3.828 -0.753 0.0 0.1 -0.2
H 4.204 -0.973 -1.658 0.3 -0.2 0.4
H -3.031 -0.019 0.205 -0.3 -0.2 1.6
H -2.242 -1.929 -1.904 0.4 -0.1 0.0
H 4.560 0.921 1.185 0.2 -0.2 -0.3
```
Forces are in eV/Å.


# 5
DFT (ωB97M-V with the def2-TZVPD basis set) results for a single C25H27N3O3S molecule.

Summary:
Energy above the lowest of the compared OMol25 structures with the same formula, charge and spin in kcal per mole: 8.35
Structure (SMILES): C[C@H](C(=O)Nc1ccccc1-c1ccccc1)N1CCN(S(=O)(=O)c2ccccc2)CC1
DFT total energy in eV: -47811.991
E_LUMO in eV: 0.54
Charge: 0

The geometry in XYZ format:
```
59
Properties=species:S:1:pos:R:3:forces:R:3
S -3.434 1.178 0.244 0.1 -0.5 0.0
O -4.120 1.484 1.465 0.0 -0.2 0.2
O 3.528 2.862 -0.925 0.2 0.2 -0.2
O -3.267 2.235 -0.717 0.0 -0.2 -0.2
N 2.758 0.910 -0.009 -0.2 -0.4 0.2
N 0.434 1.920 0.548 0.0 0.1 0.1
N -1.981 0.445 0.663 -1.1 0.4 -0.2
C 0.137 -3.058 0.879 -0.1 -0.1 0.0
C -4.742 -0.075 -1.835 0.0 0.2 -0.1
C 3.351 -1.412 -0.170 0.2 0.1 -0.1
C -4.976 -2.471 -0.448 0.0 0.1 0.1
C 4.190 -2.405 -0.661 0.0 0.1 0.0
C -0.251 1.567 -0.688 -0.1 -0.2 -0.1
C -1.345 0.951 1.861 0.0 0.5 0.5
C 0.934 -1.725 2.703 0.0 0.0 0.1
C -0.545 2.223 1.578 -0.1 -0.2 0.2
C 1.496 2.905 0.389 0.0 0.3 -0.1
C -0.013 -2.586 2.172 0.0 0.0 0.0
C 2.179 -1.798 0.640 -0.1 0.0 0.1
C -4.239 -0.205 -0.556 0.3 0.4 0.1
C -5.371 -1.160 -2.427 0.0 0.0 0.0
C 1.228 -2.672 0.121 0.0 0.0 0.0
C 2.715 2.238 -0.282 -0.3 -0.1 0.3
C 1.126 4.192 -0.349 0.1 -0.2 0.2
C 4.769 0.243 -1.215 0.1 0.2 0.0
C -1.065 0.294 -0.446 0.3 0.1 -0.6
C 3.641 -0.069 -0.462 0.3 -0.1 -0.2
C 2.020 -1.329 1.943 0.0 -0.1 0.0
C 5.598 -0.762 -1.678 -0.1 -0.1 0.0
C -4.348 -1.389 0.147 -0.1 -0.2 0.1
C -5.485 -2.353 -1.732 0.0 0.0 -0.1
C 5.310 -2.088 -1.407 0.1 -0.1 -0.1
H -2.140 1.149 2.581 0.2 0.0 0.1
H 1.829 3.170 1.402 0.0 -0.1 -0.1
H -0.025 2.539 2.485 0.0 0.0 0.0
H -0.598 -3.730 0.460 -0.1 -0.1 0.0
H -3.943 -1.441 1.144 0.0 -0.1 0.1
H -0.401 -0.547 -0.220 -0.1 0.1 0.0
H 5.955 -2.873 -1.773 0.1 -0.1 0.0
H 1.346 -3.041 -0.888 0.0 0.0 -0.1
H 3.962 -3.437 -0.435 0.0 -0.1 0.0
H -0.682 0.168 2.242 -0.1 0.1 -0.1
H 1.989 4.851 -0.364 0.0 0.1 0.0
H -4.634 0.870 -2.343 0.0 0.1 -0.1
H -1.659 0.052 -1.330 0.2 -0.1 -0.1
H -1.244 3.017 1.269 0.1 0.1 0.1
H 0.832 -1.369 3.718 0.0 0.0 0.1
H -5.771 -1.073 -3.426 0.0 0.0 -0.1
H -0.941 2.357 -1.016 0.2 0.0 0.0
H -5.977 -3.197 -2.194 0.0 -0.1 0.0
H -0.862 -2.891 2.766 -0.1 0.0 0.1
H 4.980 1.276 -1.435 0.0 0.0 0.0
H -5.071 -3.403 0.088 0.0 -0.1 0.1
H 1.949 0.578 0.512 0.1 0.2 -0.1
H 0.301 4.695 0.151 -0.1 0.0 0.0
H 6.472 -0.504 -2.257 0.1 0.0 0.0
H 2.767 -0.674 2.368 0.1 0.1 0.0
H 0.490 1.387 -1.471 0.0 0.0 0.0
H 0.844 3.980 -1.377 0.0 0.0 -0.1
```
Forces are in eV/Å.


# 6
DFT (ωB97M-V with the def2-TZVPD basis set) results for a single C6H12O2 molecule.

Summary:
Energy above the lowest of the compared OMol25 structures with the same formula, charge and spin in kcal per mole: 33.52
Structure (SMILES): C[C@H]1COC[C@H](C)O1
DFT total energy in eV: -10510.853
E_LUMO in eV: 1.05
Charge: 0

The geometry in XYZ format:
```
20
Properties=species:S:1:pos:R:3:forces:R:3
O -0.046 -0.377 1.129 0.2 0.4 0.1
O 0.395 -0.387 -1.669 -0.1 0.2 -0.3
C -0.844 -1.169 0.243 0.7 0.2 0.0
C -0.017 -1.536 -0.970 -0.2 0.0 -0.6
C 1.166 0.405 -0.799 0.4 -0.5 0.3
C -2.104 -0.444 -0.176 -1.3 0.7 1.6
C 1.320 1.643 1.320 -0.2 0.6 0.6
C 0.404 0.801 0.461 0.7 -0.1 -0.4
H -0.457 1.377 0.156 -0.3 0.4 0.0
H 1.707 2.498 0.754 -0.5 0.1 -0.1
H 2.242 1.142 1.579 0.1 -0.6 0.4
H -1.903 0.376 -0.849 0.2 0.0 -0.3
H 0.876 -2.108 -0.705 -0.1 -0.2 0.2
H -0.992 -2.111 0.756 -0.5 0.0 0.4
H 1.483 1.273 -1.372 0.1 0.1 0.1
H -2.666 0.032 0.713 0.9 -1.0 -1.2
H 0.821 2.017 2.239 0.3 -0.3 -0.6
H -2.777 -1.117 -0.687 -0.3 -0.2 -0.1
H -0.644 -2.102 -1.657 0.1 -0.2 -0.1
H 2.036 -0.211 -0.466 -0.1 0.5 -0.2
```
Forces are in eV/Å.


Q: Among the records above, which one has the highest DFT total energy?
A: C6H12O